(1)
Below is C12H18BNO5S as an isolated structure at a distorted geometry, with properties calculated with wB97M-V/def2-TZVPD.

Each line ends with the Löwdin charge.
Atoms and positions in Å:
O 1.94 -1.63 -6.82  -0.304
O 1.33 -2.96 -4.75  -0.309
O -1.07 -0.70 1.27  0.137
O 0.18 1.33 1.32  0.118
O 1.07 -0.31 -4.85  -0.110
B -0.30 0.21 0.58  -0.549
C 0.24 0.93 -3.07  0.017
C 0.82 -1.38 -2.63  -0.026
C -0.08 1.07 -1.77  -0.037
C 0.46 -1.24 -1.34  -0.018
C 0.74 -0.33 -3.57  -0.287
C 0.03 0.00 -0.90  -0.083
N 3.37 -1.46 -4.76  -0.058
C 0.09 -0.95 3.32  0.001
C -2.44 -0.47 3.25  0.008
C 0.01 1.96 3.63  -0.002
C -1.92 2.19 2.01  -0.007
C -1.07 -0.20 2.63  -0.443
C -0.72 1.34 2.45  -0.466
S 1.73 -1.64 -5.34  0.718
H 0.14 1.78 -3.75  0.124
H 1.12 -2.36 -2.94  0.080
H -0.41 2.03 -1.35  0.131
H 0.57 -2.07 -0.66  0.131
H 3.90 -1.17 -5.60  0.071
H 3.73 -2.37 -4.42  0.075
H -0.12 -2.03 3.29  0.100
H 0.18 -0.63 4.34  0.078
H 1.02 -0.77 2.78  0.101
H -3.22 0.03 2.67  0.082
H -2.64 -1.57 3.24  0.107
H -2.50 -0.07 4.21  0.069
H 0.94 1.43 3.81  0.083
H 0.21 3.00 3.53  0.085
H -0.63 1.86 4.51  0.093
H -2.46 1.65 1.24  0.088
H -2.67 2.39 2.81  0.102
H -1.56 3.14 1.63  0.098

Summary:
Energy   -1322.1028 Ha
Orbital gap   9.7 eV
Energy relative to the best compared isomer or geometry (same formula, charge and spin)   3.3 kcal/mol
HOMO   -0.3366 Ha

=====

(2)
Below is an isolated ion of composition C4H3O2 and charge +1 at a distorted geometry, with properties calculated with wB97M-V/def2-TZVPD.

Each line ends with the Mulliken spin population.
Atoms and positions in Å:
C -0.91 -0.15 0.00  0.295
C 0.11 -1.02 0.08  0.191
C -0.53 1.30 -0.04  0.243
C 1.44 -0.64 0.03  0.076
O 2.56 -0.55 -0.08  0.164
O 0.63 1.59 0.05  0.883
H -1.94 -0.46 -0.02  0.014
H -0.03 -2.10 0.14  0.005
H -1.34 2.03 -0.16  0.128

Summary:
Energy   -304.2646 Ha
Orbital gap (alpha / beta)   8.9 / 7.3 eV
Spin multiplicity   3
Net charge   +1
Energy relative to the best compared isomer or geometry (same formula, charge and spin)   0.0 kcal/mol
HOMO (alpha / beta)   -0.5058 / -0.6206 Ha

=====

Which of these has the highest energy?
C4H3O2

=====

The lowest energy relative to the best compared isomer or geometry (same formula, charge and spin) belongs to which entry?
C4H3O2

=====

Which value of energy relative to the best compared isomer or geometry (same formula, charge and spin) does entry 2 give?
0.0 kcal/mol